(one)
Molecular formula: H10O5
Method: DFT, ωB97M-V with the def2-TZVPD basis set

Last column: natural (NBO) charge in e.
CARTESIAN COORDINATES (ANGSTROEM)
H  -0.4093  -0.4290  -1.5343  0.483
H  -0.9956  0.6006  -0.3901  0.479
H  3.6407  0.7003  -1.4513  0.456
H  4.6423  -0.0803  -0.8971  0.463
H  -3.6130  -2.4169  -0.3283  0.456
H  -4.6448  -3.3427  -0.1385  0.457
H  -2.3124  3.4591  0.0159  0.476
H  -3.8512  3.1422  0.4665  0.478
H  3.0044  -0.4531  1.6297  0.472
H  3.4513  -1.1368  3.0165  0.480
O  -0.2142  0.3377  -0.9709  -0.962
O  4.5148  0.5095  -1.6959  -0.919
O  -3.7663  -3.3701  -0.3890  -0.913
O  -2.9917  3.6401  0.6702  -0.954
O  3.5449  -1.1607  1.9967  -0.952

HOMO level: -11.434 eV
gap between HOMO and LUMO: 11.3 eV
SMILES: O.O.O.O.O


(two)
Molecular formula: H10O5
Method: DFT, ωB97M-V with the def2-TZVPD basis set

Last column: natural (NBO) charge in e.
CARTESIAN COORDINATES (ANGSTROEM)
O  2.8836  -0.3192  -0.9132  -0.965
H  2.1057  -0.6685  -0.4343  0.484
H  3.2142  -1.0624  -1.4283  0.468
O  -2.6745  -0.3832  -0.8409  -0.967
H  -1.7642  -0.0650  -0.6834  0.493
H  -2.6240  -0.8810  -1.6627  0.458
O  1.0316  -1.5297  0.8789  -0.968
H  1.3714  -1.8977  1.7036  0.496
H  0.4349  -2.2068  0.5313  0.492
O  -0.0722  0.8092  -0.5594  -0.972
H  0.6299  0.8780  -1.2214  0.489
H  0.3077  0.2672  0.1522  0.492
O  -1.7612  2.1193  1.7726  -0.941
H  -0.9401  2.6219  1.7953  0.466
H  -2.1429  2.3181  0.9096  0.476

HOMO level: -10.880 eV
gap between HOMO and LUMO: 11.0 eV
SMILES: O.O.O.O.O


Which structure is most stable, and how do the rest compare? From most to least stable: (two), (one).